1.
A gas-phase ion, H4O2P3 (charge -1) in a non-equilibrium geometry, computed with ωB97M-V/def2-TZVPD.

Last columns: bonded neighbours and bond lengths (Å).
Positions of all 9 atoms, in Å:
1 O -3.544 0.585 -0.749  P5 1.476
2 O -0.414 1.905 0.080  P3 1.474
3 P 0.327 0.654 0.320  O2 1.474, P4 2.631, H6 1.439, H7 1.386, H8 1.389
4 P -1.467 -1.269 0.230  P3 2.631, P5 2.106, H9 1.374
5 P -2.755 0.378 0.481  O1 1.476, P4 2.106
6 H 1.699 1.033 0.528  P3 1.439
7 H 0.236 0.128 1.599  P3 1.386
8 H 0.690 -0.116 -0.777  P3 1.389
9 H -1.830 -1.484 -1.078  P4 1.374

Calculated values
- Kohn-Sham gap (eV) = 7.662
- total charge = -1
- HOMO energy (eV) = -3.4
- relative energy (zero: lowest compared OMol25 entry of this formula, charge and spin) (kJ/mol) = 218.2
- SMILES = O=P#[PH][PH3][O-]

***

2.
A single H4O4SSi molecule in a non-equilibrium geometry, computed with ωB97M-V/def2-TZVPD.

Last columns: bonded neighbours and bond lengths (Å).
Positions of all 10 atoms, in Å:
1 O 3.420 -0.003 0.813  S6 1.399
2 O 1.815 -1.165 -0.860  S6 1.689, H7 0.965
3 O 0.513 1.539 -0.604  O4 1.402, Si5 1.644
4 O 1.872 1.460 -0.269  O3 1.402, S6 1.743
5 Si -0.713 0.738 0.144  O3 1.644, H8 1.485, H9 1.521, H10 1.483
6 S 2.077 -0.119 0.440  O1 1.399, O2 1.689, O4 1.743
7 H 2.438 -1.383 -1.564  O2 0.965
8 H -1.719 1.812 -0.056  Si5 1.485
9 H -0.996 -0.718 -0.193  Si5 1.521
10 H -0.115 0.570 1.490  Si5 1.483

Calculated values
- Kohn-Sham gap (eV) = 10.768
- HOMO energy (eV) = -10.3
- relative energy (zero: lowest compared OMol25 entry of this formula, charge and spin) (kJ/mol) = 498.8

***

3.
A single H4OP2S molecule in a non-equilibrium geometry, computed with ωB97M-V/def2-TZVPD.

Last columns: bonded neighbours and bond lengths (Å).
Positions of all 8 atoms, in Å:
1 O 0.473 -2.231 1.344  S4 1.475
2 P -1.426 -0.874 -1.199  S4 2.602, H5 1.393, H6 1.343
3 P -0.464 0.562 1.672  S4 2.209, H7 1.455, H8 1.432
4 S 0.538 -1.021 0.502  O1 1.475, P2 2.602, P3 2.209
5 H -0.441 -0.995 -2.176  P2 1.393
6 H -1.742 -2.167 -1.380  P2 1.343
7 H -1.081 1.455 0.703  P3 1.455
8 H -1.713 -0.132 1.777  P3 1.432

Calculated values
- Kohn-Sham gap (eV) = 8.012
- HOMO energy (eV) = -8.9
- relative energy (zero: lowest compared OMol25 entry of this formula, charge and spin) (kJ/mol) = 292.0
- SMILES = O=S(P)#[PH2]

***

4.
2 unconnected molecules or ions with the total composition H4OS in a non-equilibrium geometry, computed with ωB97M-V/def2-TZVPD.

Last columns: bonded neighbours and bond lengths (Å).
Positions of all 6 atoms, in Å:
1 O -1.721 3.911 -1.235  H2 0.984, H3 0.984
2 H -1.687 3.355 -2.046  O1 0.984
3 H -2.298 3.410 -0.615  O1 0.984
4 S -0.171 0.339 -0.125  H5 1.346, H6 1.346
5 H 1.052 0.764 0.243  S4 1.346
6 H -0.633 1.599 -0.231  S4 1.346

Calculated values
- Kohn-Sham gap (eV) = 10.535
- HOMO energy (eV) = -9.9
- relative energy (zero: lowest compared OMol25 entry of this formula, charge and spin) (kJ/mol) = 8.6
- SMILES = O.S

***

Question: The highest relative energy (zero: lowest compared OMol25 entry of this formula, charge and spin) belongs to which entry?
Answer: H4O4SSi

***

Question: What is the relative energy (zero: lowest compared OMol25 entry of this formula, charge and spin) in the second record?
Answer: 498.8 kJ/mol